*i*
Molecular formula: C6H10OS
Method: DFT, ωB97M-V/def2-TZVPD

## Properties
Net charge ... 0
Highest occupied orbital energy ... -9.13 eV
SMILES ... CC1(C)CCC(=O)S1
Kohn-Sham gap ... 9.553 eV

Each line ends with the natural charge from an NBO analysis.
Geometry (Å):
S: 0.87 -1.42 -0.67  0.280
O: 3.28 -0.72 -0.13  -0.571
C: -0.63 -0.75 1.42  -0.591
C: 2.10 -0.22 -0.36  0.338
C: -0.50 -0.39 -0.09  -0.150
C: -1.84 -0.40 -0.86  -0.630
C: 0.18 0.99 -0.64  -0.395
C: 1.56 0.96 0.09  -0.535
H: 1.27 0.63 1.24  0.262
H: 0.39 1.10 -1.67  0.230
H: -2.57 0.48 -0.77  0.226
H: -1.65 -0.17 -1.81  0.212
H: 2.21 1.91 0.00  0.264
H: -0.53 1.74 -0.18  0.214
H: -0.97 -1.71 1.57  0.227
H: -1.15 -0.07 1.97  0.208
H: -2.52 -1.38 -0.86  0.217
H: 0.50 -0.60 1.74  0.193



*ii*
Molecular formula: C6H10OS
Method: DFT, ωB97M-V/def2-TZVPD

## Properties
Net charge ... 0
Highest occupied orbital energy ... -8.65 eV
SMILES ... C[C@H]1OC=CC[C@@H]1S
Kohn-Sham gap ... 9.411 eV

Each line ends with the natural charge from an NBO analysis.
Geometry (Å):
S: -1.97 1.43 0.35  -0.026
O: -1.00 -1.03 -0.83  -0.503
C: 1.15 -0.31 -1.58  -0.637
C: -0.89 -1.57 0.42  0.143
C: -0.07 -1.08 1.34  -0.328
C: -0.22 1.06 0.08  -0.348
C: -0.23 0.10 -1.11  0.073
C: 0.46 0.34 1.30  -0.445
H: 1.77 0.58 -1.83  0.213
H: 0.21 0.83 2.26  0.230
H: 0.14 -1.56 2.28  0.217
H: 1.77 -0.76 -0.78  0.214
H: -1.74 2.48 1.18  0.119
H: 1.54 0.30 1.07  0.213
H: 0.28 2.00 -0.26  0.231
H: 1.06 -0.96 -2.44  0.227
H: -0.74 0.61 -1.95  0.202
H: -1.53 -2.45 0.50  0.204



The calculated energies rank the structures as follows, beginning with the most stable: *ii*, *i*.



*i*
Molecular formula: C6H10OS
Method: DFT, ωB97M-V/def2-TZVPD

## Properties
Net charge ... 0
Highest occupied orbital energy (alpha / beta) ... -7.27 / -6.95 eV
Kohn-Sham gap (alpha / beta) ... 7.411 / 7.452 eV

Each line ends with the natural charge from an NBO analysis.
Geometry (Å):
S: 0.17 2.26 0.28  0.132
O: -0.34 -0.69 0.70  -0.383
C: 0.77 -1.87 -1.04  -0.692
C: -0.41 -0.98 -0.60  0.062
C: -1.30 0.27 2.63  -0.680
C: 1.71 1.62 -2.02  -0.605
C: -1.10 0.23 1.19  0.146
C: 0.87 1.70 -1.00  -0.162
H: -2.00 0.57 0.61  0.172
H: 1.53 0.83 -2.68  0.218
H: -1.28 -0.59 -1.19  0.198
H: -1.61 1.36 2.98  0.236
H: -2.20 -0.37 2.81  0.220
H: -0.39 -0.20 3.13  0.236
H: 0.90 -1.98 -2.14  0.231
H: 2.18 2.50 -2.41  0.227
H: 1.76 -1.64 -0.58  0.236
H: 0.73 -3.01 -0.67  0.209



*ii*
Molecular formula: C6H10OS
Method: DFT, ωB97M-V/def2-TZVPD

## Properties
Net charge ... 0
Highest occupied orbital energy ... -8.72 eV
SMILES ... C[C@@H]1OCC[C@@H]2S[C@@H]12
Kohn-Sham gap ... 9.692 eV

Each line ends with the natural charge from an NBO analysis.
Geometry (Å):
S: -1.97 -1.61 -1.10  0.250
O: 0.05 1.17 0.55  -0.565
C: 1.26 0.91 -1.54  -0.640
C: -0.09 0.90 -0.91  0.088
C: 0.52 0.09 1.48  -0.096
C: -1.57 -0.78 0.36  -0.344
C: -0.73 -0.41 -0.80  -0.387
C: -0.55 -1.14 1.47  -0.429
H: 1.19 0.57 -2.65  0.219
H: 1.68 1.96 -1.78  0.232
H: -0.72 1.82 -1.45  0.206
H: -0.94 -1.33 2.43  0.216
H: -0.03 -2.09 1.10  0.207
H: 1.57 -0.14 1.39  0.178
H: -2.38 0.05 0.76  0.236
H: 0.15 -1.05 -0.61  0.195
H: 1.97 0.26 -1.01  0.216
H: 0.59 0.81 2.29  0.216



The calculated energies rank the structures as follows, beginning with the most stable: *ii*, *i*.